Record 1
DFT (ωB97M-V/def2-TZVPD) results for a single C3H5NOS molecule at a distorted geometry.

```
! RIJCOSX wB97M-V def2-TZVPD def2/J DEFGRID3
* xyz 0 1
C -2.005 0.075 -0.693
C 0.365 -0.242 -0.359
C 0.605 0.258 0.977
N -0.868 -0.451 -0.939
O -4.039 1.279 0.145
S -2.563 1.167 0.462
H -2.847 -0.460 -1.297
H 0.797 0.774 -0.924
H 1.063 -1.122 -0.722
H 1.607 0.254 1.254
H -0.215 0.728 1.602
*
```

Results
Lowest unoccupied orbital energy (alpha / beta) = -0.00099 / -0.06712 hartree
Energy relative to the best compared isomer or geometry (same formula, charge and spin) = 122.9 kcal/mol
Highest occupied orbital energy (alpha / beta) = -0.338 / -0.303 Eh
E = -645.31585 Ha

natural (NBO) population analysis, charges in e, atoms 1 to 8: atom 1 (C): -0.216, atom 2 (C): -0.326, atom 3 (C): -0.349, atom 4 (N): -0.377, atom 5 (O): -0.758, atom 6 (S): 0.937, atom 7 (H): 0.225, atom 8 (H): 0.257

=====

Record 2
DFT (ωB97M-V/def2-TZVPD) results for a molecular structure, C21H35AlBClNO18S at a distorted geometry.

```
! RIJCOSX wB97M-V def2-TZVPD def2/J DEFGRID3
* xyz -1 1
C 6.501 -3.452 0.074
C 5.934 -2.535 -1.162
O 5.982 -3.086 -2.395
O 5.427 -1.149 -1.025
C 4.433 -1.164 0.091
C 3.523 0.219 0.138
C 2.745 0.478 -1.283
C 1.147 0.111 -1.277
Al 0.682 -1.745 -0.530
S 1.211 -3.480 -1.994
Cl 1.462 -2.161 1.556
B -1.410 -1.787 -0.392
N -1.962 -1.495 1.006
O -2.258 -2.047 -1.590
H 6.629 -4.573 -0.303
H 5.782 -3.442 1.027
H 7.533 -3.035 0.437
H 3.778 -2.129 -0.088
H 5.000 -1.243 1.138
H 2.815 0.288 1.068
H 4.306 1.112 0.261
H 3.313 -0.070 -2.174
H 2.844 1.645 -1.514
H 0.463 0.938 -0.755
H 0.801 0.109 -2.419
H 0.867 -4.719 -1.416
H -2.172 -2.381 1.532
H -1.174 -1.022 1.543
H -2.815 -2.855 -1.392
C 2.252 -7.188 -4.224
C 2.347 -8.403 -3.359
O 1.463 -8.113 -2.293
C 0.566 -7.195 -2.759
O -0.438 -6.847 -2.160
O 0.940 -6.717 -3.982
H 2.392 -7.419 -5.283
H 2.966 -6.410 -3.932
H 2.000 -9.307 -3.870
H 3.361 -8.571 -2.988
C 3.555 2.315 4.970
C 4.454 2.825 3.891
O 3.904 2.261 2.715
C 2.592 1.992 2.980
O 1.774 1.657 2.140
O 2.315 2.147 4.308
H 3.459 3.020 5.800
H 3.880 1.346 5.362
H 4.427 3.916 3.805
H 5.490 2.504 4.026
C 1.420 5.512 1.539
C 2.317 6.707 1.521
O 2.726 6.827 2.870
C 2.596 5.591 3.436
O 3.018 5.292 4.540
O 1.934 4.735 2.604
H 1.453 4.952 0.600
H 0.380 5.773 1.761
H 3.203 6.555 0.895
H 1.799 7.611 1.190
C -5.748 0.947 0.564
C -4.291 1.176 0.328
O -4.232 2.539 -0.048
C -5.342 3.142 0.470
O -5.528 4.347 0.483
O -6.215 2.220 0.971
H -5.932 0.201 1.341
H -6.278 0.651 -0.347
H -3.693 1.032 1.234
H -3.893 0.537 -0.465
C -9.071 2.379 -2.701
C -10.294 2.584 -1.867
O -10.287 1.465 -1.001
C -8.995 1.031 -0.922
O -8.598 0.191 -0.132
O -8.207 1.661 -1.841
H -8.614 3.324 -3.009
H -9.268 1.772 -3.591
H -10.241 3.497 -1.265
H -11.208 2.605 -2.467
*
```

Results
Lowest unoccupied orbital energy = 0.07278 hartree
Highest occupied orbital energy = -0.147 Eh
E = -3356.05991 Ha

Mulliken population analysis, charges in e, atoms 1 to 8: atom 1 (C): -0.728, atom 2 (C): 0.649, atom 3 (O): -0.569, atom 4 (O): -0.308, atom 5 (C): -0.308, atom 6 (C): 0.214, atom 7 (C): -0.685, atom 8 (C): -0.369

=====

Record 3
DFT (ωB97M-V/def2-TZVPD) results for a molecular structure, C11H10ClF3V at a distorted geometry.

```
! RIJCOSX wB97M-V def2-TZVPD def2/J DEFGRID3
* xyz -1 3
C -2.791 -1.160 0.092
C -1.890 -1.352 -1.022
C -1.326 -0.092 -1.403
H -1.544 -2.261 -1.488
C -1.917 0.891 -0.567
C -2.809 0.250 0.349
H -3.233 0.736 1.210
H -3.108 -1.982 0.731
H -0.627 0.083 -2.237
H -1.618 1.925 -0.695
V -0.995 -0.647 0.695
Cl 0.311 -2.385 1.868
C 2.783 -0.025 0.343
C 2.239 1.197 -0.182
C 1.773 0.940 -1.508
H 2.170 2.159 0.346
C 1.997 -0.461 -1.796
C 2.611 -1.058 -0.639
H 2.799 -2.138 -0.470
H 3.146 -0.177 1.371
H 1.220 1.650 -2.136
H 1.612 -1.014 -2.671
F -0.400 2.337 1.883
C -0.316 0.994 2.169
F 1.008 0.742 2.464
F -1.093 0.848 3.294
*
```

Results
Lowest unoccupied orbital energy (alpha / beta) = 0.07043 / 0.08407 hartree
Highest occupied orbital energy (alpha / beta) = -0.102 / -0.101 Eh
⟨S²⟩ = 2.0368
E = -2128.91885 Ha

natural (NBO) population analysis, charges in e, atoms 1 to 8: atom 1 (C): -0.429, atom 2 (C): -0.350, atom 3 (C): -0.281, atom 4 (H): 0.257, atom 5 (C): -0.293, atom 6 (C): -0.358, atom 7 (H): 0.252, atom 8 (H): 0.253

=====

Record 4
DFT (ωB97M-V/def2-TZVPD) results for a molecular structure, C29H30N7O2PY.

```
! RIJCOSX wB97M-V def2-TZVPD def2/J DEFGRID3
* xyz 3 1
Y -0.263 -0.206 -0.847
N 2.852 -1.251 0.436
C 1.969 -1.151 1.455
N 2.342 -1.599 2.629
C 1.441 -1.457 3.612
N 1.747 -1.894 4.814
N 0.224 -0.841 3.469
C -0.073 -0.479 2.265
N 0.735 -0.636 1.168
C -1.438 0.121 2.054
C -2.290 0.285 3.126
C -3.559 0.804 2.898
C -3.942 1.125 1.607
C -3.038 0.922 0.580
N -1.804 0.441 0.793
H 3.770 -1.597 0.676
H 2.823 -0.607 -0.336
H 2.634 -2.345 4.974
H 1.098 -1.779 5.576
H -1.961 0.007 4.116
H -4.244 0.944 3.723
H -4.923 1.520 1.386
H -3.308 1.143 -0.445
C 2.389 4.784 -1.975
N 1.710 3.521 -2.321
C 1.469 3.275 -3.747
C 1.340 2.691 -1.398
O 0.767 1.568 -1.616
H 1.753 5.618 -2.264
H 3.329 4.830 -2.520
H 2.586 4.809 -0.907
H 1.020 4.170 -4.172
H 0.805 2.425 -3.861
H 2.421 3.084 -4.239
H 1.546 3.001 -0.373
O -1.328 -1.933 -1.444
P -1.573 -2.012 -2.982
C -2.884 -0.899 -3.414
C -2.753 0.454 -3.069
C -3.753 1.362 -3.348
C -4.917 0.916 -3.979
C -5.066 -0.418 -4.312
C -4.050 -1.330 -4.034
C -0.054 -1.281 -3.642
C -0.043 -0.555 -4.833
C 1.162 -0.114 -5.367
C 2.360 -0.374 -4.715
C 2.362 -1.067 -3.508
C 1.162 -1.512 -2.974
C -1.867 -3.634 -3.566
C -2.185 -4.631 -2.640
C -2.467 -5.911 -3.089
C -2.433 -6.191 -4.448
C -2.110 -5.199 -5.370
C -1.824 -3.919 -4.936
H -1.835 0.859 -2.621
H -3.639 2.409 -3.099
H -5.705 1.619 -4.213
H -5.971 -0.760 -4.795
H -4.177 -2.372 -4.300
H -0.965 -0.348 -5.362
H 1.164 0.422 -6.308
H 3.297 -0.060 -5.158
H 3.297 -1.294 -3.012
H 1.193 -2.155 -2.092
H -2.215 -4.414 -1.580
H -2.717 -6.692 -2.383
H -2.656 -7.191 -4.797
H -2.081 -5.433 -6.425
H -1.569 -3.159 -5.666
*
```

Results
Lowest unoccupied orbital energy = -0.30937 hartree
Energy relative to the best compared isomer or geometry (same formula, charge and spin) = 0.0 kcal/mol
Highest occupied orbital energy = -0.609 Eh
E = -2035.95723 Ha

natural (NBO) population analysis, charges in e, atoms 1 to 8: atom 1 (Y): 2.232, atom 2 (N): -0.768, atom 3 (C): 0.633, atom 4 (N): -0.526, atom 5 (C): 0.620, atom 6 (N): -0.684, atom 7 (N): -0.491, atom 8 (C): 0.470

=====

Record 5
DFT (ωB97M-V/def2-TZVPD) results for 2 unconnected molecules or ions with the total composition C33H34NO at a distorted geometry.

```
! RIJCOSX wB97M-V def2-TZVPD def2/J DEFGRID3
* xyz 1 1
C 5.179 -1.864 1.903
O 4.767 -0.490 1.809
C 3.478 -0.136 2.033
C 3.198 1.245 1.844
C 1.916 1.714 2.006
C 0.851 0.841 2.409
C -0.468 1.358 2.590
C -1.667 0.668 2.277
C -2.926 1.320 2.478
C -4.107 0.623 2.342
C -4.110 -0.732 1.976
C -5.418 -1.455 1.930
C -2.903 -1.349 1.606
C -1.707 -0.651 1.706
C 1.170 -0.535 2.619
C 2.447 -1.027 2.429
H 6.252 -1.780 1.748
H 4.966 -2.302 2.884
H 4.723 -2.471 1.113
H 4.034 1.887 1.563
H 1.698 2.769 1.823
H -0.556 2.422 2.828
H -2.920 2.378 2.752
H -5.065 1.119 2.516
H -5.271 -2.540 1.953
H -6.031 -1.152 2.790
H -5.996 -1.201 1.028
H -2.919 -2.375 1.225
H -0.786 -1.117 1.349
H 0.400 -1.228 2.957
H 2.676 -2.088 2.587
C -4.308 4.111 6.167
C -3.316 4.879 6.798
C -2.282 4.255 7.490
C -2.181 2.836 7.529
C -0.984 2.163 7.967
C 0.299 2.728 7.957
N 1.282 2.226 8.747
C 1.020 1.204 9.756
C 2.385 0.651 10.191
C 3.451 1.476 9.469
C 2.711 2.469 8.549
C 0.668 3.810 6.992
C 0.322 3.665 5.634
C 0.683 4.625 4.688
C 1.339 5.794 5.100
C 1.673 5.969 6.448
C 1.369 4.970 7.384
C -3.324 2.102 7.103
C -4.317 2.716 6.345
H -5.086 4.602 5.578
H -3.348 5.974 6.742
H -1.504 4.855 7.973
H -1.134 1.166 8.384
H 0.496 1.626 10.629
H 0.389 0.389 9.373
H 2.488 0.742 11.272
H 2.444 -0.405 9.921
H 4.049 2.028 10.196
H 4.122 0.848 8.876
H 3.030 2.344 7.495
H 3.006 3.493 8.826
H -0.234 2.775 5.325
H 0.430 4.473 3.635
H 1.600 6.563 4.368
H 2.161 6.890 6.787
H 1.648 5.111 8.434
H -3.373 1.031 7.322
H -5.117 2.116 5.897
*
```

Results
Lowest unoccupied orbital energy = -0.19486 hartree
Energy relative to the best compared isomer or geometry (same formula, charge and spin) = 8.8 kcal/mol
Highest occupied orbital energy = -0.320 Eh
E = -1407.58568 Ha

natural (NBO) population analysis, charges in e, atoms 1 to 8: atom 1 (C): -0.264, atom 2 (O): -0.457, atom 3 (C): 0.417, atom 4 (C): -0.265, atom 5 (C): -0.090, atom 6 (C): -0.213, atom 7 (C): 0.100, atom 8 (C): -0.097

=====

Record 6
DFT (ωB97M-V/def2-TZVPD) results for a molecular structure, C31H44As3INiO2.

```
! RIJCOSX wB97M-V def2-TZVPD def2/J DEFGRID3
* xyz 0 3
Ni 0.107 0.198 0.054
C -1.286 2.425 2.964
As -0.610 0.661 2.410
C 0.617 0.367 3.921
C -1.992 -0.587 3.055
C -3.358 -0.722 2.375
C -4.128 -1.828 3.111
C -3.221 -1.202 0.920
As -2.375 -0.055 -0.439
C -3.811 1.190 -0.951
C -2.618 -1.302 -1.922
C -4.143 0.596 2.394
As -4.730 1.590 4.024
C -3.736 0.865 5.569
C -6.375 0.565 4.372
H -1.671 2.402 3.983
H -2.069 2.779 2.295
H -0.456 3.130 2.915
H 0.154 -0.314 4.635
H 0.843 1.309 4.418
H 1.547 -0.068 3.565
H -2.142 -0.334 4.106
H -1.483 -1.555 3.015
H -3.623 -2.788 2.986
H -5.141 -1.919 2.713
H -4.194 -1.621 4.179
H -4.207 -1.472 0.530
H -2.603 -2.103 0.916
H -4.786 0.708 -0.889
H -3.622 1.481 -1.984
H -3.814 2.089 -0.338
H -3.634 -1.695 -1.934
H -1.904 -2.122 -1.832
H -2.424 -0.783 -2.862
H -5.084 0.447 1.853
H -3.578 1.329 1.815
H -2.703 1.211 5.585
H -3.756 -0.222 5.628
H -4.232 1.264 6.455
H -7.020 0.591 3.494
H -6.915 1.020 5.201
H -6.158 -0.473 4.622
I 0.770 -0.278 -2.424
C 2.740 -0.601 -1.729
C 3.630 -1.253 -2.527
C 4.969 -1.355 -2.101
C 5.364 -0.763 -0.935
C 4.442 -0.071 -0.115
C 4.850 0.612 1.054
C 3.938 1.299 1.800
C 2.567 1.273 1.459
C 2.096 0.598 0.357
C 3.066 -0.025 -0.482
H 3.313 -1.678 -3.469
H 5.679 -1.885 -2.722
H 6.403 -0.806 -0.628
H 5.898 0.598 1.331
H 4.258 1.852 2.676
H 1.878 1.799 2.112
C -0.724 -6.956 4.361
C -0.494 -5.921 3.291
C -1.312 -5.850 2.172
C -1.112 -4.891 1.183
C -1.985 -4.878 -0.044
C -0.078 -3.970 1.341
C 0.771 -4.032 2.448
C 1.918 -3.066 2.595
C 0.551 -5.012 3.407
C 0.153 -2.890 0.293
O 0.470 -3.216 -0.845
O -0.041 -1.704 0.758
H -1.389 -7.745 4.012
H -1.175 -6.498 5.244
H 0.218 -7.410 4.671
H -2.114 -6.571 2.053
H -2.729 -5.673 -0.001
H -1.374 -5.011 -0.937
H -2.512 -3.927 -0.154
H 2.440 -2.925 1.648
H 2.629 -3.420 3.341
H 1.550 -2.088 2.905
H 1.216 -5.073 4.264
*
```

Results
Lowest unoccupied orbital energy (alpha / beta) = 0.01319 / -0.00046 hartree
Highest occupied orbital energy (alpha / beta) = -0.270 / -0.286 Eh
⟨S²⟩ = 2.0101
E = -9871.44375 Ha

Mulliken population analysis, charges in e, atoms 1 to 8: atom 1 (Ni): -0.663, atom 2 (C): -1.347, atom 3 (As): 0.822, atom 4 (C): -1.457, atom 5 (C): -1.452, atom 6 (C): 2.676, atom 7 (C): -1.958, atom 8 (C): -0.472

=====

Record 7
DFT (ωB97M-V/def2-TZVPD) results for a single C6H18P4 molecule at a distorted geometry.

```
! RIJCOSX wB97M-V def2-TZVPD def2/J DEFGRID3
* xyz 0 1
C -0.741 -1.684 -1.297
C 1.354 0.583 1.986
C -2.876 2.090 -0.995
C 0.342 -1.665 -0.272
C 2.258 0.009 0.893
C -1.655 2.827 -0.545
P 1.432 -3.164 -0.212
P 3.198 -1.551 1.527
P -0.224 1.755 -0.978
P 1.514 -0.261 -0.754
H -1.071 -0.531 -1.369
H -1.489 -2.227 -0.864
H -0.576 -2.137 -2.328
H 0.680 1.270 1.512
H 0.780 -0.257 2.603
H 1.887 1.188 2.554
H -3.425 2.734 -1.803
H -2.623 1.160 -1.491
H -3.659 1.948 -0.326
H 0.003 -1.343 0.827
H 3.063 0.846 0.581
H -1.610 3.157 0.516
H 1.533 -3.432 -1.545
H 0.378 -4.039 -0.383
H 2.203 -2.295 2.096
H 3.296 -0.916 2.893
H -0.599 1.333 -2.375
H 0.874 2.558 -1.248
*
```

Results
Lowest unoccupied orbital energy (alpha / beta) = -0.01944 / -0.01185 hartree
Energy relative to the best compared isomer or geometry (same formula, charge and spin) = 92.4 kcal/mol
Highest occupied orbital energy (alpha / beta) = -0.277 / -0.250 Eh
SMILES = CC=[PH2]P([C@@H](C)P)[C@@H](C)P
E = -1604.55503 Ha

natural (NBO) population analysis, charges in e, atoms 1 to 8: atom 1 (C): -0.629, atom 2 (C): -0.612, atom 3 (C): -0.668, atom 4 (C): -0.807, atom 5 (C): -0.829, atom 6 (C): -0.558, atom 7 (P): 0.314, atom 8 (P): 0.324

=====

Record 8
DFT (ωB97M-V/def2-TZVPD) results for 2 unconnected molecules or ions with the total composition C33H38F3N3O3S at a distorted geometry.

```
! RIJCOSX wB97M-V def2-TZVPD def2/J DEFGRID3
* xyz 0 1
C 4.453 3.231 -3.108
C 3.635 2.743 -1.945
C 2.534 3.500 -1.521
C 1.772 3.087 -0.442
C 2.062 1.888 0.241
C 1.199 1.497 1.317
S 2.061 0.654 2.576
C 0.950 1.081 4.036
F 1.232 0.296 5.086
F 1.155 2.379 4.368
F -0.367 0.920 3.710
O 1.928 -0.781 2.407
O 3.367 1.222 2.837
C 3.192 1.137 -0.175
C 3.953 1.563 -1.253
H 5.268 2.532 -3.324
H 3.827 3.339 -4.007
H 4.887 4.221 -2.897
H 2.287 4.440 -2.020
H 0.940 3.676 -0.062
H 0.603 2.305 1.756
H 3.496 0.222 0.331
H 4.844 1.008 -1.566
C -0.755 -6.516 -1.564
N -0.442 -5.455 -0.637
C 0.096 -5.722 0.589
O 0.318 -6.844 1.040
C 0.351 -4.376 1.267
C 1.843 -4.097 1.455
C 2.466 -5.093 2.408
C 2.216 -4.976 3.780
C 2.700 -5.954 4.657
C 3.454 -7.027 4.165
C 3.723 -7.125 2.792
C 3.245 -6.147 1.917
N -0.307 -3.437 0.351
C -0.369 -2.124 0.650
C -0.828 -1.134 -0.212
C -0.902 0.220 0.119
C -1.457 1.205 -0.757
C -1.594 2.561 -0.357
C -2.240 3.494 -1.144
C -2.848 3.112 -2.365
N -3.545 4.054 -3.148
C -2.881 4.669 -4.282
C -4.988 3.980 -3.316
C -2.726 1.772 -2.781
C -1.978 0.870 -2.044
C -0.758 -4.061 -0.906
C 0.043 -3.576 -2.125
C -2.268 -3.902 -1.141
H -0.346 -7.453 -1.176
H -1.840 -6.627 -1.693
H -0.313 -6.308 -2.545
H -0.166 -4.369 2.243
H 2.324 -4.161 0.464
H 1.962 -3.071 1.837
H 1.623 -4.129 4.140
H 2.472 -5.875 5.723
H 3.838 -7.787 4.850
H 4.292 -7.968 2.393
H 3.435 -6.210 0.842
H -0.001 -1.841 1.638
H -1.161 -1.469 -1.200
H -0.704 0.499 1.164
H -1.171 2.871 0.603
H -2.330 4.539 -0.827
H -1.798 4.700 -4.115
H -3.085 4.117 -5.215
H -3.261 5.691 -4.401
H -5.452 3.550 -2.419
H -5.366 5.001 -3.468
H -5.267 3.375 -4.197
H -3.226 1.456 -3.705
H -1.807 -0.129 -2.458
H 1.102 -3.843 -2.006
H -0.365 -4.058 -3.024
H -0.023 -2.493 -2.252
H -2.812 -4.505 -0.402
H -2.587 -2.861 -1.049
H -2.504 -4.262 -2.150
*
```

Results
Lowest unoccupied orbital energy = -0.05523 hartree
Energy relative to the best compared isomer or geometry (same formula, charge and spin) = 4.4 kcal/mol
Highest occupied orbital energy = -0.233 Eh
E = -2367.95002 Ha

Mulliken population analysis, charges in e, atoms 1 to 8: atom 1 (C): -1.403, atom 2 (C): 1.148, atom 3 (C): -0.851, atom 4 (C): -0.567, atom 5 (C): 0.908, atom 6 (C): -0.964, atom 7 (S): 0.733, atom 8 (C): 0.623

=====

> Look up the E of the first one.

-645.31585 Ha

=====

> Number 7 is which compound?

C6H18P4

=====

> E of number 6 (C31H44As3INiO2)?

-9871.44375 Ha